Molecular formula: C39H49F2NO18S
Method: DFT, ωB97M-V/def2-TZVPD

Properties
F_max in Eh/bohr: 0.1251
LUMO in eV: -1.2
SMILES: Nc1c(CCF)cc(O)c2c1C(=O)c1c(CCCCS(=O)(=O)O)ccc(CCCF)c1C2=O.C[C@@H]1COC(=O)O1.C[C@@H]1COC(=O)O1.C[C@@H]1COC(=O)O1.C[C@@H]1COC(=O)O1
Charge: 0

```
110
Properties=species:S:1:pos:R:3:mulliken_charge:R:1
N 6.2590 1.5665 -1.4083 -0.467
C 5.8286 0.4921 -0.5030 -0.300
C 6.8284 -0.0939 0.5705 0.834
C 8.3211 0.4512 0.6715 -0.564
C 9.3827 -0.5827 1.2766 -0.129
F 10.4289 0.2298 1.8956 -0.321
C 6.2418 -1.2325 1.4801 -0.824
C 4.7493 -1.7161 1.3459 -0.325
O 4.3530 -2.7540 2.2541 -0.536
C 3.7831 -1.1379 0.2893 0.637
C 4.3691 -0.0201 -0.6596 0.327
C 3.3515 0.5252 -1.7718 0.228
O 3.8235 0.9240 -2.8722 -0.596
C 1.7580 0.5350 -1.5525 0.798
C 0.8417 1.5488 -2.2624 0.403
C 1.3618 2.6838 -3.2594 -0.550
C 2.3747 3.7494 -2.6102 -0.801
C 2.2207 3.9610 -1.0279 -0.567
C 0.7569 4.4745 -0.6125 -0.563
S 0.3063 3.8652 1.0754 1.056
O 1.1705 4.4947 2.1534 -0.658
O 0.4495 2.3541 1.1821 -0.514
O -1.2899 4.2530 1.4249 -0.513
C -0.7236 1.4671 -2.0347 -0.858
C -1.2956 0.3538 -1.0962 -0.846
C -0.3339 -0.6634 -0.3766 0.536
C -1.0250 -1.7737 0.5341 -1.015
C -1.2185 -1.3393 2.0777 -0.303
C -1.9996 -2.5757 2.7884 -0.157
F -3.4648 -2.3879 2.7259 -0.385
C 1.2147 -0.5912 -0.5911 0.382
C 2.2453 -1.5979 0.1143 0.116
O 1.9383 -2.7222 0.5790 -0.574
H 7.1131 2.0380 -1.0892 0.268
H 6.3493 1.1694 -2.3524 0.223
H 8.6597 0.6687 -0.4148 0.265
H 8.3943 1.4742 1.2057 0.315
H 8.9679 -1.3123 2.0448 0.172
H 9.8499 -1.1767 0.4029 0.227
H 6.9226 -1.7233 2.2673 0.086
H 3.8324 -2.2895 2.9471 0.320
H 1.9334 2.1590 -4.1144 -0.191
H 0.4857 3.2262 -3.7854 0.452
H 3.4746 3.5002 -2.8437 0.270
H 2.1858 4.7795 -3.1067 0.432
H 2.9538 4.8072 -0.7353 0.484
H 2.5814 3.0336 -0.4692 0.147
H 0.8072 5.6221 -0.5712 0.470
H 0.0059 4.1875 -1.4236 0.284
H -1.8729 3.5209 1.0960 0.341
H -1.4225 2.2030 -2.5814 0.321
H -2.4363 0.2988 -0.9681 0.416
H -0.5325 -2.8121 0.4252 0.520
H -2.0865 -1.9137 0.1148 0.239
H -1.9350 -0.4453 2.1317 0.253
H -0.2321 -1.1439 2.6169 0.285
H -1.8128 -3.5568 2.2066 0.205
H -1.6427 -2.7760 3.8539 0.287
C -2.6773 6.2710 5.4215 -1.427
C -3.6178 5.2787 4.7728 0.475
C -3.6263 5.3501 3.2745 0.023
O -4.9375 4.8994 2.9529 -0.306
C -5.7258 5.2002 4.0231 0.631
O -6.9221 5.1489 4.0185 -0.547
O -4.9745 5.5752 5.0986 -0.347
H -1.6588 6.1592 5.0428 0.383
H -3.0109 7.2986 5.2505 0.363
H -2.6628 6.1244 6.5046 0.347
H -3.3981 4.2644 5.1239 0.263
H -2.8729 4.7012 2.8244 -0.016
H -3.5013 6.3653 2.8839 0.246
C -4.1071 -3.8174 -4.4227 -1.481
C -3.1427 -4.1953 -3.3192 0.534
C -3.4185 -5.5402 -2.7135 -0.521
O -2.9145 -5.3893 -1.3914 -0.304
C -3.0028 -4.0646 -1.0906 0.562
O -2.8581 -3.6070 0.0086 -0.612
O -3.2839 -3.3239 -2.1994 -0.308
H -4.1289 -4.5759 -5.2083 0.390
H -5.1190 -3.6804 -4.0308 0.359
H -3.8141 -2.8637 -4.8692 0.348
H -2.1102 -4.1222 -3.6780 0.271
H -2.8986 -6.3454 -3.2361 0.319
H -4.4842 -5.7835 -2.6550 0.311
C -6.4404 -5.1928 6.1726 -1.438
C -5.3049 -4.1963 6.2634 0.494
C -4.2275 -4.4189 5.2436 -0.420
O -3.0786 -3.8952 5.8921 -0.233
C -3.2960 -4.0172 7.2317 0.562
O -2.4554 -3.8651 8.0710 -0.551
O -4.5953 -4.3435 7.4918 -0.343
H -6.8787 -5.2057 5.1723 0.374
H -6.1001 -6.2009 6.4261 0.359
H -7.2237 -4.9386 6.8914 0.352
H -5.6949 -3.1736 6.2171 0.261
H -4.4207 -3.8847 4.3114 0.300
H -4.0497 -5.4755 5.0182 0.270
C 2.0499 -1.1274 -7.8502 -1.424
C 1.0390 -0.0045 -7.9384 0.472
C 1.5857 1.3294 -7.5271 -0.359
O 0.4255 2.0052 -7.0539 -0.319
C -0.4328 1.0416 -6.6156 0.647
O -1.4126 1.2556 -5.9674 -0.542
O -0.0193 -0.1990 -7.0046 -0.306
H 2.9457 -0.9025 -8.4334 0.370
H 2.3382 -1.3164 -6.8122 0.324
H 1.6151 -2.0568 -8.2269 0.357
H 0.6030 0.0339 -8.9428 0.234
H 2.0332 1.8701 -8.3633 0.341
H 2.3127 1.2712 -6.7106 0.222
```

***

Molecular formula: C3H11NS
Method: DFT, ωB97M-V/def2-TZVPD

Properties
F_max in Eh/bohr: 0.0805
LUMO in eV: -1.4
Charge: 0
Energy above the lowest of the compared OMol25 structures with the same formula, charge and spin in kJ/mol: 274.6

```
16
Properties=species:S:1:pos:R:3:mulliken_charge:R:1
S -1.8990 0.5709 -1.1810 -0.420
H -2.6964 1.6399 -1.1367 0.213
C 0.7828 0.3032 0.9700 -0.284
C 1.2485 -1.0791 0.4807 -0.092
C 2.4430 -0.9817 -0.4457 -1.146
N -0.5427 0.4074 1.6085 -0.561
H 1.5386 0.7847 1.5815 0.320
H 0.6394 0.8697 0.0369 -0.207
H 0.4049 -1.4935 -0.0883 0.179
H 1.3933 -1.7618 1.3365 0.304
H 2.1901 -0.4302 -1.3534 0.314
H 3.2961 -0.4752 0.0381 0.295
H 2.7864 -1.9968 -0.7149 0.332
H -1.2697 0.3804 0.8617 0.291
H -0.7399 -0.4720 2.1102 0.267
H -0.3594 1.8521 -1.2926 0.195
```

***

Molecular formula: C54H36MnN13OS2
Method: DFT, ωB97M-V/def2-TZVPD

Properties
2S+1: 2
F_max in Eh/bohr: 0.0388
LUMO (spin up / spin down) in eV: -9.7 / -9.7
Charge: +3
⟨S²⟩: 0.774

```
107
Properties=species:S:1:pos:R:3:mulliken_charge:R:1
Mn -0.1147 -1.3578 -1.4203 -0.003
C 0.3985 0.9118 5.5905 -0.622
C 1.4446 0.0353 5.8636 -0.823
C 1.8671 -0.8892 4.9185 -0.373
C 1.1867 -0.9350 3.7119 0.554
C 1.5072 -1.6880 2.5034 0.042
N 0.4313 -1.4924 1.6527 1.160
C -0.0665 -0.1578 1.9859 -0.664
N -0.1059 0.8366 1.1981 0.196
C 0.7463 1.0081 0.0391 0.733
C 2.0249 1.5765 0.6455 -0.402
C 2.2913 2.7889 1.2354 -0.158
C 3.5560 2.9653 1.7953 -1.031
C 4.4943 1.9386 1.7854 -1.098
C 4.2097 0.7130 1.1975 -0.475
C 2.9592 0.5455 0.6192 0.306
C 2.3403 -0.5561 -0.1168 -0.285
N -0.0068 -2.0984 0.5308 -1.184
C 0.4848 -3.2350 0.0872 -0.139
N 0.8933 -3.0049 -1.2149 0.657
C 1.8266 -3.8983 -1.4470 0.219
N 3.0892 -3.5545 -1.7985 -0.382
C 3.6440 -2.6761 -1.0507 0.533
N 2.9064 -1.8556 -0.0785 1.286
C 3.3725 -2.3051 1.1702 -0.492
N 2.7031 -2.2008 2.2819 -0.495
C 4.6771 -2.8982 0.9664 0.603
C 5.5913 -3.4076 1.8803 -0.108
C 6.7790 -3.9256 1.3877 -0.840
C 7.0340 -3.9687 0.0174 -0.539
C 6.1039 -3.5086 -0.9135 -1.065
C 4.9446 -2.9511 -0.4266 0.027
C 1.6751 -5.0516 -0.5271 0.028
C 2.1456 -6.3430 -0.5242 -1.141
C 1.7867 -7.1521 0.5582 -0.502
C 1.0302 -6.6616 1.6159 -1.003
C 0.5731 -5.3458 1.6269 -0.199
C 0.8855 -4.5529 0.5365 1.154
N 1.1733 -0.2475 -0.5956 0.857
C 0.1243 -0.0469 3.4385 0.041
C -0.2607 0.8979 4.3624 -0.715
H 0.1045 1.6383 6.3362 0.444
H 1.9460 0.0836 6.8206 0.466
H 2.6950 -1.5584 5.1100 0.591
H 1.5552 3.5831 1.2508 0.652
H 3.8094 3.9183 2.2398 0.497
H 5.4627 2.1052 2.2372 0.497
H 4.9532 -0.0745 1.1838 0.618
H 5.3802 -3.3693 2.9409 0.606
H 7.5186 -4.3106 2.0763 0.494
H 7.9681 -4.3860 -0.3344 0.477
H 6.2865 -3.5703 -1.9779 0.584
H 2.7386 -6.7326 -1.3410 0.591
H 2.0964 -8.1886 0.5683 0.490
H 0.7859 -7.3166 2.4409 0.483
H -0.0104 -4.9605 2.4533 0.633
H -1.0593 1.5933 4.1421 0.593
S -2.0346 -0.2650 -1.1571 -0.685
C -2.5019 1.3370 -0.8824 0.710
N -3.7542 1.6379 -0.5666 0.166
C -4.1295 3.0440 -0.4090 -0.787
C -3.4393 3.8493 -1.4785 -0.744
N -1.9912 3.6379 -1.3661 0.172
C -1.1679 4.8550 -1.4426 -1.410
C -1.2922 5.6271 -0.1385 0.701
C -1.6391 6.9720 -0.1622 -0.477
C -1.7339 7.6874 1.0237 -0.735
C -1.4959 7.0612 2.2368 -0.570
C -1.1602 5.7135 2.2655 -1.134
C -1.0630 4.9968 1.0835 0.269
C -1.5458 2.4438 -1.0930 0.414
S 0.1753 2.2162 -1.2245 -0.551
C -4.8600 0.6742 -0.5065 -1.382
C -5.7579 0.8269 -1.7194 0.695
C -7.0783 1.2309 -1.5672 -0.294
C -7.8995 1.3617 -2.6793 -0.683
C -7.4018 1.1037 -3.9469 -0.471
C -6.0809 0.7035 -4.1056 -0.835
C -5.2616 0.5685 -2.9969 0.008
H -3.8401 3.3945 0.5860 0.404
H -5.2077 3.1348 -0.5169 0.499
H -3.6470 4.9092 -1.3549 0.525
H -3.7730 3.5378 -2.4728 0.401
H -1.5495 5.4580 -2.2655 0.557
H -0.1365 4.5986 -1.6629 0.525
H -1.8195 7.4719 -1.1068 0.453
H -1.9989 8.7356 0.9959 0.430
H -1.5775 7.6189 3.1599 0.428
H -0.9773 5.2213 3.2121 0.491
H -0.8104 3.9415 1.1227 0.693
H -5.4350 0.8853 0.3966 0.499
H -4.4586 -0.3302 -0.4308 0.466
H -7.4800 1.4260 -0.5789 0.422
H -8.9312 1.6610 -2.5527 0.414
H -8.0395 1.2146 -4.8134 0.423
H -5.6953 0.4871 -5.0932 0.447
H -4.2313 0.2541 -3.1197 0.366
N -1.2838 -2.5139 -3.0020 -0.341
C -0.1593 -2.0019 -3.7452 1.134
O 0.4299 -1.0553 -3.1056 -0.583
C 0.2848 -2.5585 -4.9094 0.280
C -0.4941 -3.5713 -5.5335 -0.193
N -1.1945 -4.3684 -5.9793 -0.452
C 1.5553 -2.1724 -5.4211 0.007
N 2.6155 -1.8792 -5.7566 -0.502
H -1.4733 -3.4855 -3.2344 0.354
H -2.1355 -2.0026 -3.2205 0.101
```